72
Properties=species:S:1:pos:R:3:forces:R:3 method="wB97M-V/def2-TZVPD" max_force_ev_per_a=2.5 charge=-1
C 1.639 -1.279 2.746 0.5 0.4 0.0
C 2.836 -0.687 2.657 -1.0 -0.3 -0.3
C 3.226 0.647 3.212 1.3 0.4 1.5
O 3.934 0.666 4.219 -1.2 0.1 -2.1
O 2.889 1.793 2.562 0.2 -0.5 0.5
C 1.470 2.073 2.563 -0.3 0.1 -0.2
C 1.037 2.557 1.199 0.6 -0.1 -0.3
C 0.553 1.475 0.246 -0.7 0.0 0.0
C -0.630 0.640 0.771 0.7 0.1 -0.2
C -1.957 0.936 0.120 -0.7 -0.5 -0.1
C -3.063 0.106 0.779 0.4 -0.3 0.7
B -3.346 0.647 2.288 0.1 0.8 -0.3
O -4.745 0.813 2.751 -0.2 -0.4 0.0
C -4.546 1.235 4.074 0.2 0.4 -0.3
C -3.182 0.628 4.517 0.1 -0.3 -0.3
O -2.718 -0.099 3.408 0.1 -0.3 0.0
H 1.563 -2.354 2.698 0.0 -0.1 -0.8
H 0.706 -0.750 2.868 -0.1 0.0 0.8
H 3.624 -1.243 2.167 0.6 -0.1 0.7
H 1.261 2.833 3.309 0.3 0.1 0.2
H 0.940 1.183 2.880 -0.2 0.0 -0.1
H 1.919 3.019 0.754 0.1 0.2 0.0
H 0.312 3.358 1.300 -0.4 -0.1 0.1
H 0.218 1.977 -0.661 0.1 0.0 -0.3
H 1.366 0.818 -0.056 0.3 0.0 0.1
H -0.707 0.724 1.852 -0.3 0.0 0.1
H -0.406 -0.408 0.566 -0.1 -0.2 0.1
H -2.257 1.980 0.204 0.3 0.3 -0.1
H -1.880 0.661 -0.936 0.1 0.2 -0.2
H -3.943 0.068 0.141 -0.2 0.0 0.0
H -2.655 -0.908 0.874 -0.3 -0.3 -0.2
H -2.833 1.821 2.351 0.1 0.1 -0.1
H -4.470 2.328 4.046 0.1 0.2 0.3
H -5.371 0.972 4.735 -0.2 -0.3 0.0
H -2.450 1.413 4.732 -0.1 0.3 0.2
H -3.270 -0.020 5.389 0.0 -0.2 0.2
C -3.398 3.066 -4.973 0.0 0.0 0.0
C -2.021 3.132 -5.129 0.0 0.0 0.0
C -1.202 3.261 -4.015 0.0 0.0 0.0
C -1.760 3.309 -2.746 0.0 0.0 0.0
C -3.136 3.234 -2.588 -0.1 0.0 0.0
C -3.956 3.119 -3.702 0.0 0.0 0.0
H -4.038 2.965 -5.841 0.0 0.0 0.0
H -1.584 3.079 -6.119 0.0 0.0 0.0
H -0.127 3.314 -4.136 0.0 0.0 0.0
H -1.121 3.395 -1.877 0.0 0.0 0.0
H -3.567 3.259 -1.596 0.0 0.0 0.0
H -5.029 3.061 -3.577 0.0 0.0 0.0
C 6.170 -2.950 2.587 0.0 0.1 0.0
C 5.232 -3.794 2.011 0.0 0.0 0.0
C 5.636 -4.767 1.106 0.0 0.0 0.0
C 6.979 -4.903 0.785 0.0 0.0 0.0
C 7.918 -4.061 1.363 0.0 0.0 0.0
C 7.513 -3.083 2.261 0.0 0.0 0.0
H 5.855 -2.187 3.288 0.0 0.0 0.0
H 4.184 -3.692 2.262 0.0 0.0 0.0
H 4.902 -5.420 0.652 0.0 0.0 0.0
H 7.293 -5.663 0.082 0.0 0.0 0.0
H 8.966 -4.166 1.113 0.0 0.0 0.0
H 8.244 -2.423 2.708 0.0 0.0 0.0
C -2.871 -1.999 -5.241 0.0 0.0 0.0
C -2.367 -3.026 -4.455 0.0 0.0 0.0
C -1.411 -2.753 -3.488 0.0 0.0 0.0
C -0.962 -1.453 -3.302 0.0 0.0 0.0
C -1.468 -0.426 -4.086 0.0 0.0 0.0
C -2.420 -0.699 -5.057 0.0 0.0 0.0
H -3.619 -2.211 -5.996 0.0 0.0 0.0
H -2.723 -4.039 -4.595 0.0 0.0 0.0
H -1.018 -3.554 -2.874 0.0 0.0 0.0
H -0.223 -1.239 -2.541 0.0 0.0 0.0
H -1.122 0.588 -3.939 0.0 0.0 0.0
H -2.812 0.105 -5.668 0.0 0.0 0.0

=====

8
Properties=species:S:1:pos:R:3:forces:R:3 method="wB97M-V/def2-TZVPD" relative_energy_kcal_mol=36.4 max_force_ev_per_a=2.8 charge=-1
O -1.263 -1.810 0.034 0.1 0.0 -0.1
C -1.380 -0.670 -0.431 1.6 0.3 1.2
N -0.780 0.486 -0.170 -0.1 1.2 -0.1
C 0.401 0.805 0.408 1.3 1.2 1.9
C 1.603 0.299 0.175 -1.0 0.0 0.3
S 2.953 -0.485 0.018 0.6 -0.1 -0.1
H -2.048 -0.384 -1.196 -1.9 -0.6 -1.3
H 0.513 1.759 1.163 -0.6 -2.1 -1.8

=====

| no. | E_tot (eV) | E_LUMO (hartree) |
| --- | --- | --- |
| 1 | -39556.623 | 0.0891 |
| 2 | -17515.064 | 0.1287 |